DFT (ωB97M-V/def2-TZVPD) results for an isolated ion of composition C5H13N and charge -1 at a distorted geometry.

Structure (XYZ):
```
19
Properties=species:S:1:pos:R:3:forces:R:3
H 0.98374 -0.04509 2.51396 -0.9 -1.1 0.0
H -0.23635 -1.73804 -1.11042 0.0 0.3 1.1
H -1.26668 0.60064 -2.03594 0.9 -0.5 1.3
H -1.23095 -0.71844 -0.00150 1.5 -0.4 -0.1
N -0.73178 2.26082 -0.87451 -1.7 -0.7 -2.3
H 0.02229 2.83013 -0.83364 3.0 2.4 -0.2
C 0.67053 0.15340 -0.77694 -1.4 -0.2 -0.7
H 1.14722 0.73430 0.02286 -0.4 0.0 -0.2
H 1.51134 -2.06848 0.86327 -1.4 0.6 0.4
C -0.15485 -1.05682 -0.20578 0.1 0.2 -1.3
C 0.18194 -0.81298 2.28683 -1.1 -1.0 -1.0
C 0.42575 -1.74634 1.05894 1.1 1.4 -1.8
H -0.01071 1.44886 -2.55747 1.3 0.2 -0.2
H -0.07988 -1.62167 3.02821 0.4 1.6 0.5
H -1.07335 2.34102 0.03592 -1.0 -1.4 1.7
H -0.15247 -2.64492 1.12135 -0.3 -0.7 0.6
H 1.47412 -0.16331 -1.44821 0.0 -0.4 0.2
C -0.31712 1.04864 -1.60383 -1.5 0.4 0.8
H -0.80341 -0.29618 1.96786 1.5 -0.4 1.2
```
Positions in Å, forces in eV/Å.

Values from the calculation:
- ⟨S²⟩ = 0.750
- frontier orbital gap (spin up / spin down) (eV) = 2.661 / 9.646
- net charge = -1
- highest occupied orbital energy (spin up / spin down) (eV) = 1.55 / -5.50
- multiplicity = 2
- E_LUMO (spin up / spin down) (eV) = 4.208 / 4.145